C5H13N3O3 in the gas phase. Source: the Open Molecules 2025 dataset; level of theory: wB97M-V/def2-TZVPD.

Last column: natural (NBO) charge in e.
CARTESIAN COORDINATES (ANGSTROEM)
C1 3.064 -1.153 0.269  -0.25
O1 2.915 0.060 -0.443  -0.53
C2 1.640 0.240 -1.006  -0.10
C3 0.599 0.774 -0.021  0.20
N1 -0.748 0.545 -0.456  -0.62
C4 -1.447 -0.545 0.223  -0.23
C5 -2.928 -0.603 -0.201  -0.23
N2 -3.905 -0.605 0.886  -0.82
O2 0.710 2.195 0.235  -0.39
N3 1.971 2.725 -0.059  0.36
O3 2.048 3.819 0.339  -0.27
H1 3.481 -1.931 -0.378  0.18
H2 3.747 -0.979 1.099  0.20
H3 2.113 -1.513 0.673  0.16
H4 1.743 0.922 -1.852  0.21
H5 1.254 -0.715 -1.387  0.17
H6 0.751 0.274 0.940  0.17
H7 -0.784 0.416 -1.460  0.36
H8 -1.392 -0.344 1.295  0.19
H9 -0.970 -1.520 0.039  0.16
H10 -3.101 -1.495 -0.808  0.18
H11 -3.131 0.263 -0.832  0.20
H12 -3.586 -1.164 1.667  0.35
H13 -4.045 0.334 1.237  0.36

## Properties
HOMO in eV: -9.236
Structure (SMILES): COC[C@H](NCCN)ON=O
Kohn-Sham gap in eV: 9.953
Electronic energy in Ha: -588.16241
Energy above the lowest of the compared OMol25 structures with the same formula, charge and spin in kcal per mole: 31.5